No. 1
Formula: C6H2N3O3S2
Source: the OMol25 dataset
Level of theory: ωB97M-V with the def2-TZVPD basis set

Summary:
energy relative to the best compared isomer or geometry (same formula, charge and spin): 0.0 kcal per mole
F_max: 2.457 eV Å⁻¹
total charge: -1
E_HOMO (alpha / beta): -0.1426 / -0.1426 Eh
gap between HOMO and LUMO (alpha / beta): 6.41 / 6.41 eV

Element x y z (Å)
C -1.25292 1.09713 0.04442
C -2.28866 0.18431 -0.02963
C -0.06295 0.34641 0.11590
C -1.70757 -1.08054 0.00746
C 1.25769 0.78182 0.12173
C 3.89551 0.57778 -0.02536
N 1.66017 2.00860 0.04311
N 2.74644 2.48787 -0.03355
N -2.28251 -2.32474 -0.06299
O -3.51607 -2.37306 -0.18603
O -1.57349 -3.33148 -0.00652
O -0.35068 -0.96857 0.11559
S 5.48139 0.53320 -0.19962
S 2.64856 -0.47882 0.15856
H -1.31414 2.16550 0.04760
H -3.34078 0.37459 -0.11067



No. 2
Formula: C12H72FI2N2O35PS
Source: the OMol25 dataset
Level of theory: ωB97M-V with the def2-TZVPD basis set

Summary:
F_max: 1.884 eV Å⁻¹
E_HOMO: -0.3131 Eh
gap between HOMO and LUMO: 6.87 eV

Element x y z (Å)
C -4.59499 -2.70280 -0.87068
C -3.33261 -1.90084 -0.80114
C -3.11488 -0.90056 0.14629
C -1.85317 -0.36747 0.40164
C -1.79965 0.82101 1.32472
I -1.79270 0.24489 3.40674
C -0.78879 1.92984 0.87966
C -1.59631 2.97485 0.07311
I 0.08684 2.91683 2.56304
C -0.72393 -0.92584 -0.24433
P 0.99491 -0.97496 0.37665
N 1.85886 0.08261 -0.67872
O 1.01209 -0.20082 1.81598
C -1.00616 -1.60535 -1.42635
C -2.29694 -2.06875 -1.70417
C -2.32944 -2.68971 -3.03032
O -3.15418 -3.32980 -3.60214
N -1.02533 -2.35332 -3.66223
S -1.15364 -1.21326 -4.82437
O -1.87868 -0.08219 -4.35540
O 0.11018 -1.02119 -5.43895
F -2.07126 -1.94962 -5.81706
C -0.11926 -1.98236 -2.53163
O 1.06448 -2.06710 -2.64938
H -4.40540 -3.63467 -1.39776
H -4.89973 -2.97669 0.13842
H -5.39124 -2.16162 -1.37872
H -3.97393 -0.51230 0.68226
H -2.77148 1.29450 1.23653
H -0.00350 1.56235 0.23376
H -1.00387 3.27128 -0.79599
H -2.50585 2.53278 -0.32902
H -1.80136 3.88365 0.62976
H 1.24034 0.39814 -1.42097
H 2.55992 -0.49732 -1.12543
H 1.91252 0.13254 1.94311
O 4.39381 -0.92484 0.11448
H 4.83051 -0.49611 -0.62872
H 5.13385 -1.15986 0.68886
O 0.52172 4.99316 5.63916
H 1.18060 5.58263 5.25437
H 0.09762 4.56966 4.88153
O -0.67449 7.38246 6.73546
H -0.53933 6.43429 6.60873
H -0.81266 7.48122 7.68351
O 6.10462 -3.33737 -0.10140
H 5.18011 -3.33492 -0.37323
H 6.31802 -4.25866 0.07425
O 1.83072 2.92581 7.32680
H 1.36925 3.65843 6.88675
H 2.76111 3.08751 7.12998
O 0.61179 9.11159 8.66276
H 1.44967 8.74854 8.35405
H 0.29434 9.63034 7.91325
O -6.82659 -0.61818 -2.20865
H -7.49154 0.03858 -1.97219
H -6.30799 -0.19537 -2.91040
O -7.92377 -2.92838 -4.05000
H -7.69336 -2.26354 -3.38826
H -7.33359 -2.74733 -4.78794
O 1.60441 -3.68678 -5.38448
H 1.50050 -3.29972 -4.50543
H 1.24456 -3.01788 -5.97788
O 0.59736 -6.72933 -6.09758
H 0.82936 -5.81649 -5.87072
H -0.03184 -6.65323 -6.82018
O -1.20717 -5.62552 -4.01202
H -0.91504 -4.72034 -3.85795
H -1.87140 -5.53026 -4.70243
O -3.41722 -7.79278 -5.33755
H -2.48202 -7.63998 -5.51070
H -3.65137 -7.15738 -4.65271
O -4.46942 2.42505 -1.77138
H -5.28578 2.86796 -1.51824
H -4.19234 2.87535 -2.57537
O 7.17329 -0.14520 0.64891
H 7.74629 -0.57442 1.29161
H 7.72445 -0.01758 -0.13268
O 7.94891 1.87922 -1.19127
H 7.85954 2.27178 -0.31262
H 7.61277 2.55707 -1.78602
O -10.07824 -0.48061 -3.22062
H -10.84653 -0.65806 -3.77091
H -9.39829 -1.07262 -3.56351
O 9.43372 3.62626 0.47052
H 10.02209 3.19588 1.09938
H 9.97971 3.73757 -0.31936
O -4.97287 -10.62670 -5.20032
H -4.66423 -9.72420 -5.05302
H -5.63988 -10.54273 -5.88745
O -0.97167 -3.64153 0.83336
H -0.81400 -4.59039 0.74340
H -1.21540 -3.51861 1.75702
O 7.65486 4.43809 3.04907
H 8.23929 4.01888 3.68740
H 8.20196 4.56180 2.26303
O -1.32486 6.38398 9.41303
H -1.35706 5.61423 9.98944
H -0.56962 6.89062 9.73589
O -0.05274 2.10407 -5.88335
H -0.02174 1.15968 -5.70097
H -0.37319 2.49368 -5.06443
O 10.75947 2.34967 -2.33655
H 9.82991 2.29345 -2.58047
H 11.00698 1.43337 -2.17924
O -5.24565 0.38329 -4.70598
H -4.39152 -0.04101 -4.84914
H -5.36460 0.96648 -5.46146
O -0.61289 -5.81472 -1.18442
H 0.08446 -5.22268 -1.48302
H -0.92817 -6.23985 -1.99293
O 1.33441 -9.28207 -4.50283
H 1.08132 -8.48231 -4.98177
H 2.17965 -9.06612 -4.10021
O -3.67768 1.36736 6.28143
H -3.01106 1.04978 6.89922
H -3.17678 1.51619 5.47098
O -0.13507 1.01950 6.22395
H -0.12785 0.24939 6.79969
H 0.58168 1.58576 6.56028
O 2.11957 11.88485 8.77105
H 1.72682 11.00393 8.78098
H 1.71370 12.33623 9.51680
O 4.14349 3.14269 5.19036
H 4.80302 3.75568 4.84778
H 3.83132 2.66593 4.41455



No. 3
Formula: C25H40F3IKN4O7
Source: the OMol25 dataset
Level of theory: ωB97M-V with the def2-TZVPD basis set

Summary:
F_max: 4.515 eV Å⁻¹
total charge: +1
E_HOMO: -0.3157 Eh
gap between HOMO and LUMO: 4.16 eV

Element x y z (Å)
C 0.62435 -2.94918 -3.00244
C -0.23577 -2.68531 -1.73267
C -0.93401 -1.30459 -1.66088
I -2.33411 -1.15669 -3.31316
C -0.03476 -0.05147 -1.58100
N 0.88870 0.16738 -2.71740
C 0.78518 1.49345 -3.36679
C 2.12592 1.97639 -3.97313
O 2.59310 1.57463 -5.00725
C 2.15454 -0.07366 -2.16891
N 3.11290 -0.66403 -2.81363
F 2.89164 -1.05382 -4.06935
C 4.43809 -0.95853 -2.23038
C 4.38938 -2.17178 -1.29182
F 5.22923 -1.34893 -3.29197
N 2.13220 0.39124 -0.86288
C 2.96495 1.55372 -0.52135
C 3.64650 1.46105 0.85684
C 4.69806 0.54983 1.06541
C 5.35372 0.45900 2.25828
C 4.96895 1.35532 3.41108
C 3.94125 2.21517 3.14965
C 3.29657 2.26778 1.90873
C 0.76383 0.26315 -0.22099
C 0.99470 -0.91742 0.75880
N -0.21799 -1.54430 1.29348
C 0.13809 1.54852 0.33995
C -1.15809 1.36546 1.14776
C -2.38195 1.03718 0.27681
O -2.71197 1.68206 -0.69161
O -3.18490 -0.03741 0.60588
H 0.47212 -2.20224 -3.79129
H 0.46984 -3.93819 -3.44827
H 1.68681 -2.92049 -2.69399
H -1.04478 -3.43308 -1.74809
H 0.37956 -2.92895 -0.85597
H -1.56477 -1.31507 -0.76837
H -0.76626 0.75349 -1.76548
H 0.47194 2.25934 -2.63495
H 0.05259 1.46087 -4.18706
H 2.68145 2.75800 -3.38871
H 4.93896 -0.08871 -1.79639
H 5.42399 -2.29646 -0.93416
H 3.80801 -1.91869 -0.39106
H 4.01714 -3.06518 -1.80214
H 2.46049 2.52154 -0.65596
H 3.80155 1.56493 -1.24453
H 5.05918 -0.10261 0.27453
H 6.20986 -0.26845 2.34683
H 5.50552 1.34370 4.40351
H 3.60848 2.92154 3.91244
H 2.49572 2.99578 1.78076
H 1.60217 -0.57481 1.62099
H 1.61007 -1.67664 0.25632
H -0.41758 -1.27299 2.24672
H -0.15943 -2.55556 1.25736
H 0.84080 2.06297 1.01870
H -0.08590 2.29390 -0.44173
H -1.39304 2.34920 1.60766
H -1.06279 0.68819 2.00720
H -2.61083 -0.62270 1.12325
C -8.89545 0.12237 4.82287
C -8.69493 -0.72614 3.58379
O -8.56203 0.08274 2.41273
C -7.36216 0.66225 2.24877
O -6.41883 0.54284 2.98440
O -7.41437 1.39948 1.14557
C -6.22621 2.16741 0.87518
H -9.73622 0.80441 4.68609
H -9.08722 -0.50741 5.69291
H -8.01593 0.73249 5.02728
H -9.57221 -1.35237 3.42279
H -7.83589 -1.39072 3.68763
H -5.33517 1.54529 0.87505
H -6.12611 2.96890 1.60390
H -6.34484 2.60577 -0.11291
O 5.28120 -3.96285 -4.19295
H 5.52365 -3.03781 -4.06927
H 4.78552 -3.97357 -5.01849
F -3.07409 2.63901 1.87470
K 5.68212 -0.55889 4.58678